Molecular formula: C39H93N7O3
Method: DFT, ωB97M-V/def2-TZVPD

```
142
Properties=species:S:1:pos:R:3:forces:R:3
C -1.386508 5.294992 -2.208490 0.9414 0.8937 -0.3418
C -2.608410 4.787064 -1.506752 -0.2673 -1.3142 0.2954
N -2.716770 5.271313 -0.110014 0.1750 -0.6975 0.7348
C -3.356002 6.406854 0.303203 -0.1395 0.0743 -0.4753
C -3.226821 6.491322 1.649958 -0.1547 0.4732 0.3050
N -2.525120 5.391426 2.077277 0.5962 -0.3887 -1.7862
C -2.216041 4.657774 0.983426 -0.5236 0.7993 -0.1536
C -1.972590 5.135829 3.387066 -0.0016 -0.3467 1.0661
H -0.514732 5.209965 -1.552966 -0.0492 -0.0910 0.0455
H -1.420125 6.344789 -2.505133 -0.3156 0.0306 0.1848
H -1.135064 4.771628 -3.131997 -0.3990 -0.2704 0.0800
H -2.541406 3.696129 -1.435266 0.1596 -0.0199 0.2474
H -3.562366 4.888079 -2.022906 0.0568 0.7575 0.0613
H -3.860200 7.012561 -0.433403 -0.0241 0.2675 0.2818
H -3.558362 7.270446 2.318508 -0.0405 -0.0953 0.0510
H -1.674454 3.728217 0.991990 0.0537 0.0598 0.0221
H -1.133216 5.780252 3.644777 -0.1589 0.2821 -0.2826
H -1.605276 4.110638 3.434688 -0.1172 -0.0396 -0.2436
H -2.741910 5.234901 4.151646 -0.0322 0.1566 -0.0859
C 2.506936 -2.351203 -5.465532 0.4649 -0.3032 0.1809
C 2.913324 -2.238614 -3.977574 -0.1136 -0.6903 -0.3850
C 2.123918 -1.158583 -3.237547 -0.6587 -0.4796 0.2385
C 0.659518 -1.637381 -3.132162 0.2011 0.8002 -0.4888
N -0.313500 -0.690872 -2.393992 0.4413 -1.4563 0.1785
C -1.639190 -1.397118 -2.284090 -1.3602 1.3870 -0.0482
C -2.444570 -1.008325 -3.551619 1.0586 -1.2442 0.3320
C -1.857475 0.333844 -4.047292 -0.2313 -0.2952 -0.2050
C -0.595849 0.566140 -3.206302 0.0237 0.4714 1.4323
C 0.209868 -0.416665 -1.006006 -0.6902 1.1066 -0.9347
H 3.343219 -2.788100 -6.009592 -0.1148 -0.0712 -0.1038
H 2.308500 -1.389690 -5.944135 -0.0081 0.1106 0.1678
H 1.654459 -3.007340 -5.638456 -0.0569 0.0508 0.0779
H 3.998158 -2.148227 -3.906382 -0.0511 0.7212 0.0538
H 2.769128 -3.199328 -3.472781 -0.2679 -0.0572 -0.0850
H 2.132378 -0.273679 -3.877830 0.1828 0.2890 0.3484
H 2.522272 -0.974077 -2.236604 0.1800 0.1894 -0.0961
H 0.531205 -2.600205 -2.642188 0.2637 -0.0634 -0.0499
H 0.310740 -1.688678 -4.164292 -0.3827 -0.2712 0.1377
H -2.159720 -0.923510 -1.446052 0.1813 0.2001 0.0594
H -1.635047 -2.450632 -2.009579 0.7324 -0.1150 -0.4916
H -3.483472 -1.062566 -3.235419 -0.1678 0.4812 -0.5183
H -2.281976 -1.781482 -4.301584 -0.2280 0.0448 -0.1127
H -2.590025 1.133414 -3.945643 0.2379 0.1558 0.3219
H -1.659325 0.310115 -5.117232 0.1813 -0.2372 0.0416
H -0.784351 1.335513 -2.451178 -0.1934 -0.0175 0.0089
H 0.366007 0.862268 -3.616974 -0.2812 -0.1448 -0.7618
H 0.950531 0.377805 -1.078137 0.4745 -0.4534 0.0421
H 0.549281 -1.335773 -0.542617 0.1791 0.0707 -0.0140
H -0.613860 0.047435 -0.463188 -0.0442 -0.3095 0.2049
C -3.838782 -7.078599 -0.665823 -0.2960 0.0090 0.4521
C -4.452920 -5.985440 -1.548825 0.6167 0.3767 0.2613
C -4.197537 -4.588146 -0.941754 -0.3479 0.3544 0.0826
C -4.810831 -4.434896 0.466047 0.0314 0.3596 -0.2453
N -4.867840 -2.987638 0.968643 1.1688 -0.3315 0.5835
C -5.748360 -2.050476 0.140195 -0.7687 -0.5355 1.1570
C -6.607284 -1.289832 1.189968 -0.2789 0.3157 -0.5128
C -6.033245 -1.576596 2.553570 0.0160 -0.6479 0.2158
C -5.468714 -2.965419 2.392228 0.1197 -0.4243 -0.9129
C -3.454041 -2.469248 1.045482 -1.1518 0.5160 -0.6979
H -2.785903 -6.955925 -0.400081 0.1417 0.1919 -0.5329
H -3.977472 -8.078025 -1.071519 0.0297 0.0629 -0.1208
H -4.326820 -7.078000 0.313551 -0.2605 -0.1616 -0.0953
H -5.515885 -6.176294 -1.691752 -0.0660 0.1103 0.0928
H -4.015574 -5.929358 -2.546135 0.0423 -0.3942 -0.0233
H -4.559588 -3.781477 -1.590943 -0.6050 -0.2231 -0.0493
H -3.121251 -4.386307 -0.986844 0.1730 -0.3922 0.6071
H -4.284400 -4.989858 1.242104 0.2175 0.0257 -0.0955
H -5.839534 -4.793082 0.516865 -0.0561 0.0036 -0.3543
H -5.160567 -1.426161 -0.524864 0.0629 -0.2180 -0.1096
H -6.430123 -2.733472 -0.359916 0.2493 0.2757 -0.6834
H -6.713342 -0.213060 1.063944 0.1202 -0.0787 -0.4881
H -7.613733 -1.702804 1.130137 -0.0277 0.1080 0.0461
H -5.258985 -0.861127 2.835550 -0.1367 0.0569 0.2161
H -6.852525 -1.607246 3.270300 0.3213 0.2872 0.3385
H -4.685755 -3.295366 3.070965 -0.1491 0.0044 0.1394
H -6.261870 -3.710887 2.335605 -0.0432 0.0341 0.3492
H -3.575422 -1.429461 1.351132 0.4533 -0.0157 0.1917
H -3.067829 -2.498056 0.029700 0.1562 0.0375 0.0878
H -2.819534 -3.053819 1.705874 -0.2540 -0.0933 0.1306
C 5.644564 -0.632678 2.885652 -1.2073 -0.0461 0.9829
N 4.658517 -1.295552 1.930499 1.0964 -1.4433 0.4259
C 4.294786 -0.303023 0.824895 0.0730 -1.2589 2.2373
C 5.491302 -2.469710 1.396304 -0.0841 0.7000 -2.0653
C 3.426811 -1.833450 2.685415 1.2125 0.4889 0.2272
C 2.743670 -3.042568 2.034488 0.5372 0.7014 0.4086
O 2.559160 -2.805545 0.645754 -0.7023 0.2675 0.0072
H 5.991379 -1.404348 3.569126 -0.0085 0.0823 0.0691
H 5.061180 0.096758 3.448023 0.2906 0.2139 0.0375
H 6.519104 -0.172863 2.431478 -0.2858 -0.0809 -0.5398
H 3.664950 -0.892716 0.165354 0.3659 0.4745 -0.6701
H 5.266338 0.102129 0.559990 -0.3228 0.0704 -0.9124
H 3.719264 0.436915 1.381280 -0.0508 0.2945 -0.4218
H 4.924067 -3.147561 0.760028 -0.3431 0.1538 0.2737
H 6.090127 -3.045378 2.096323 -0.3297 0.4155 0.5558
H 6.144494 -1.949342 0.693958 0.4672 -0.3471 0.1764
H 2.779256 -0.978151 2.881497 -0.1884 0.0071 -0.4928
H 3.831478 -2.071652 3.671051 -0.1646 -0.5056 -0.0347
H 1.778866 -3.139948 2.537499 0.1228 -0.2947 0.1082
H 3.348849 -3.939881 2.174850 -0.1792 -0.0207 0.1514
H 1.703756 -3.195326 0.437835 0.2408 -0.2324 -0.3671
C -0.072731 -1.068361 4.754882 -0.7835 0.4610 0.8157
N -0.196910 0.445668 4.839151 1.8035 -0.7666 -2.0836
C 0.453631 0.805395 6.147930 -0.6440 0.7743 0.6162
C 0.734347 0.947559 3.730754 -0.7695 0.5016 0.1247
C -1.621016 0.977765 4.691047 -0.3242 -1.8741 1.4719
C -2.469328 0.489001 3.490189 0.9862 1.3158 0.1311
O -1.950291 1.230202 2.380745 0.1103 -0.3434 -0.6677
H -0.557214 -1.475427 5.642343 0.1572 -0.1253 0.0372
H 0.996322 -1.249136 4.790305 -0.0853 -0.4003 -0.1046
H -0.571884 -1.492666 3.888662 0.2392 0.2692 -0.2233
H -0.196047 0.483663 6.960710 -0.0081 0.0404 -0.0059
H 0.610681 1.881781 6.211104 -0.2184 0.0288 -0.0871
H 1.426559 0.335921 6.274135 -0.1031 -0.2427 -0.3622
H 0.548710 2.005981 3.557369 0.0941 0.0559 0.2722
H 0.514795 0.448263 2.789673 -0.1010 -0.2297 0.1593
H 1.764035 0.789617 4.038226 -0.0485 -0.0179 0.0753
H -1.555056 2.048686 4.858636 -0.2531 0.0500 -0.3454
H -2.047501 0.502477 5.579935 -0.4926 0.4879 0.0756
H -3.526460 0.735590 3.602874 0.1187 0.1639 0.6392
H -2.436836 -0.595005 3.355505 0.3238 0.0232 -0.0500
H -2.615864 1.323700 1.690784 -0.1231 -0.0805 0.1363
C 4.502890 1.700629 -2.319855 1.7181 1.1335 0.2126
N 5.003060 2.871516 -3.178682 -1.8517 -1.1253 -0.5654
C 6.447396 2.708825 -3.464309 1.1343 0.6977 0.8764
C 4.237024 2.700627 -4.482743 0.7091 0.3043 -0.3977
C 4.666181 4.252802 -2.646785 0.7886 0.2109 0.7195
C 5.345598 4.615953 -1.325865 -0.7103 0.0129 0.6497
O 5.065189 3.727535 -0.233454 0.2617 -0.7901 -0.4244
H 5.003769 1.771470 -1.355780 0.0699 -0.0617 -0.1044
H 4.892006 0.851186 -2.875249 -0.7090 -0.4256 0.1709
H 3.434822 1.782423 -2.142723 -0.0774 -0.1645 -0.4817
H 6.811937 3.503071 -4.115695 -0.3369 -0.1424 -0.3400
H 6.696392 1.725122 -3.852667 -0.3249 0.0263 -0.1701
H 7.004919 2.861012 -2.538388 -0.1099 -0.2354 0.0678
H 3.224494 2.360752 -4.284992 -0.2096 0.7991 0.0872
H 4.641040 1.932197 -5.144119 0.5549 -0.0671 0.4379
H 4.393275 3.650249 -4.989910 -0.7699 -0.0769 -0.2964
H 3.594090 4.413443 -2.529312 -0.1425 -0.6147 -0.3378
H 5.024562 4.970939 -3.385085 -0.0710 -0.0644 -0.1234
H 4.913587 5.555810 -0.976346 0.4852 0.4801 -0.7100
H 6.423441 4.692418 -1.439177 -0.0129 0.0575 0.2547
H 4.110426 3.662644 -0.132154 -0.0044 0.2994 0.1243
```
Positions in Å, forces in eV/Å.

The largest force on an atom comes out at 0.0556 Eh/bohr. The calculation puts the lowest unoccupied orbital energy at -13.316 eV. The multiplicity is 1. Its HOMO energy is -22.28 eV. The calculated total energy comes out at -2148.2945 a.u. As for the charge: +6.

These are the Löwdin partial charges, in e, on atoms 1 to 5: C -0.0636; C -0.1627; N -0.0409; C 0.0338; C 0.0371